1.
Formula: C20H60BeN2O26
Source: OMol25
Level of theory: ωB97M-V/def2-TZVPD

```
109
C20H60BeN2O26 | OMol25 | ωB97M-V/def2-TZVPD
Be 0.61379 -0.48637 0.00853
N 1.91740 2.88907 0.35262
O 1.21905 3.56288 1.09978
O 2.51238 3.46583 -0.50219
O 2.01441 1.66565 0.41005
N 0.86298 1.45795 -3.32025
O 0.45560 0.54668 -2.62611
O 0.15740 2.07258 -4.09320
O 1.89817 1.99753 -3.12914
C -2.48072 4.18801 -1.85484
C -1.27506 5.19361 -1.61984
O -0.02526 4.55782 -1.69746
O -2.52045 3.65511 -3.16096
H -3.44026 4.68850 -1.72481
H -2.33090 3.29876 -1.24256
H -1.40057 5.61701 -0.62330
H -1.38556 5.91160 -2.43248
H -0.22321 3.66230 -1.41381
H -1.62732 3.49602 -3.47498
C 5.45511 2.22193 4.19676
C 4.69920 1.10897 3.28531
O 4.39521 -0.07652 3.94178
O 6.48440 1.58656 4.83477
H 4.81006 2.70911 4.92798
H 5.90346 3.02463 3.61130
H 5.41739 1.00821 2.47159
H 3.81147 1.51530 2.80061
H 5.19734 -0.16648 4.46148
H 6.82122 2.25591 5.43487
C -5.75828 0.64652 -0.72952
C -4.74275 -0.10271 -1.56257
O -4.19329 -1.16329 -0.83057
O -6.24971 1.56859 -1.61624
H -5.35566 1.10184 0.17529
H -6.54380 -0.08220 -0.52944
H -3.92123 0.42842 -2.04332
H -5.30342 -0.55947 -2.37812
H -4.57916 -1.95050 -1.22173
H -6.41485 2.44359 -1.25749
C 3.29533 -1.90096 1.14255
C 3.94238 -1.26639 -0.19310
O 2.72994 -1.18650 -1.00758
O 2.44251 -0.92839 1.85064
H 4.05068 -2.16478 1.88279
H 2.71000 -2.79829 0.94184
H 4.75784 -1.86900 -0.59308
H 4.28853 -0.26052 0.04464
H 3.07029 -0.80925 -1.82210
H 2.93364 -0.69969 2.64316
C -1.04069 -3.09297 4.84677
C -0.66798 -4.14067 3.79343
O -1.88583 -4.66429 3.30287
O -1.93517 -2.08973 4.22390
H -0.11309 -2.64452 5.20250
H -1.50723 -3.49866 5.74447
H 0.00474 -4.92091 4.14947
H -0.24143 -3.72985 2.87835
H -2.09821 -5.56432 3.56063
H -2.72622 -2.58822 4.00630
C 0.16985 2.55997 5.81289
C 0.19188 2.81585 4.25869
O 1.48245 3.36229 3.90762
O 1.07164 1.46605 6.12847
H -0.79791 2.42964 6.29719
H 0.57816 3.45489 6.28248
H -0.55446 3.53476 3.92067
H -0.04876 1.95123 3.64012
H 1.38105 3.48324 2.96068
H 1.90746 1.65108 5.69399
C -2.17761 0.55751 1.71744
C -2.04327 0.91419 0.21013
O -0.80665 1.61302 -0.05589
O -1.13740 -0.48679 2.02567
H -3.20404 0.24393 1.90778
H -1.89473 1.44680 2.28068
H -2.78527 1.59410 -0.20850
H -2.10198 0.01078 -0.39692
H -0.60211 2.40051 0.45364
H -1.35300 -0.95560 2.83520
C -2.26625 -2.72385 -5.26189
C -1.91759 -1.19606 -5.24558
O -1.87450 -0.79497 -3.89638
O -3.54473 -2.95010 -4.72629
H -1.54893 -3.22689 -4.61343
H -2.23069 -3.09218 -6.28716
H -2.65554 -0.62324 -5.80719
H -0.89245 -1.06359 -5.59147
H -1.51246 0.08990 -3.98320
H -3.41392 -2.65456 -3.82233
C 3.51552 -1.12065 -4.44290
C 2.05557 -1.75024 -4.58775
O 1.77069 -2.06983 -6.03077
O 3.92881 -0.64552 -3.15455
H 3.65761 -0.31809 -5.16665
H 4.25524 -1.88476 -4.68171
H 1.29160 -1.07664 -4.19956
H 2.08481 -2.61300 -3.92224
H 1.33121 -2.92309 -6.05103
H 4.82497 -0.30144 -3.16443
C -1.19150 -3.04800 -1.62612
C -1.36054 -3.29477 -0.10338
O -0.17141 -2.83430 0.59001
O -0.67406 -1.75499 -1.95509
H -2.02039 -3.07771 -2.33334
H -0.52221 -3.83884 -1.96485
H -1.57479 -4.34709 0.08325
H -2.24398 -2.68281 0.07868
H -0.35706 -2.82975 1.53187
H -0.90343 -1.54099 -2.86239
```

Results
relative energy (zero: lowest compared OMol25 entry of this formula, charge and spin) = 13.0 kcal per mole
M = 753.70 g/mol
DFT total energy = -78311.925 eV
lowest unoccupied orbital energy = -1.5935 eV
net charge = 0
E_HOMO = -0.2754 hartree
frontier orbital gap = 0.217 Ha

---

2.
Formula: C20H60N4O8
Source: OMol25
Level of theory: ωB97M-V/def2-TZVPD

```
92
C20H60N4O8 | OMol25 | ωB97M-V/def2-TZVPD
C -4.72500 3.88495 0.87613
O -3.96062 2.95375 1.64848
C -3.25389 2.07114 0.83513
C -2.32585 1.24524 1.76000
C -1.49716 2.20329 2.66454
N -1.42532 0.47059 0.87845
H -5.29606 3.41914 0.10265
H -4.12202 4.64082 0.39596
H -5.35815 4.43227 1.63436
H -4.03330 1.42675 0.31804
H -2.68763 2.62043 0.00901
H -2.97697 0.67339 2.39734
H -0.91715 2.89642 2.07359
H -0.78749 1.62975 3.32047
H -2.13390 2.75622 3.43127
H -0.94167 -0.18609 1.46359
H -0.71600 1.15742 0.52783
C -4.87925 -3.06229 -2.98518
O -4.45199 -1.91591 -2.35936
C -3.21549 -1.36516 -2.73671
C -2.93465 -0.02090 -2.08764
C -3.94061 1.07260 -2.60222
N -1.50821 0.27051 -2.35986
H -4.00969 -3.72206 -3.19704
H -5.33285 -2.75519 -3.92858
H -5.57482 -3.59196 -2.28833
H -2.42588 -2.04043 -2.38005
H -3.14423 -1.25576 -3.84641
H -3.00813 -0.11595 -0.99953
H -4.96268 0.95149 -2.21185
H -3.88669 1.04539 -3.72649
H -3.65843 2.04562 -2.25600
H -0.93604 -0.37269 -1.83386
H -1.16910 0.12579 -3.26613
C 2.51489 3.89936 0.44246
O 2.63898 2.48342 0.38935
C 3.13617 1.89712 1.52691
C 4.64617 2.04982 1.80539
C 5.41548 1.54400 0.64800
N 4.83159 1.41185 3.07849
H 3.49159 4.32755 0.63151
H 1.79010 4.23806 1.23722
H 2.15006 4.23476 -0.57109
H 2.68108 2.29233 2.43294
H 2.90984 0.75146 1.48550
H 4.86534 3.09685 1.99670
H 6.47549 1.84750 0.69238
H 5.11353 2.04335 -0.25118
H 5.34940 0.49407 0.60792
H 5.47747 1.90531 3.68103
H 5.13179 0.43818 3.01588
C 1.59189 -0.72427 3.73447
O 1.30437 -1.47361 2.50793
C 0.08353 -2.14719 2.62318
C -0.24090 -2.89253 1.29541
C -1.74391 -3.20176 1.12179
N 0.60572 -4.07859 1.16437
H 1.72056 -1.45782 4.54315
H 0.73840 -0.03313 3.92390
H 2.52284 -0.16514 3.60652
H 0.06582 -2.87827 3.44451
H -0.72090 -1.42445 2.78017
H -0.02128 -2.25798 0.49875
H -2.25056 -2.29607 0.70286
H -2.27854 -3.37334 2.08354
H -1.81853 -4.00462 0.33590
H 0.77662 -4.55324 2.07795
H 0.10722 -4.81188 0.63330
C 3.96958 -3.08378 1.33543
O 3.14231 -3.51957 0.27056
H 5.00778 -3.27393 1.12699
H 3.96442 -2.07063 1.63993
H 3.76672 -3.65239 2.24490
H 2.32674 -3.92499 0.63817
C 0.55734 -2.88295 -4.20747
O 1.27520 -1.59190 -4.18813
H 0.95539 -3.45163 -5.08384
H 0.78046 -3.50933 -3.33176
H -0.53736 -2.73775 -4.28211
H 1.40518 -1.51235 -3.22688
C 0.18923 3.24975 -3.05313
O -0.42799 2.90034 -1.81461
H -0.51252 3.11390 -3.89497
H 0.39497 4.27976 -3.13255
H 1.01318 2.64499 -3.16749
H -0.82430 2.00572 -1.95626
C 1.76708 -0.27678 -0.86137
O 1.46946 -1.60980 -1.29139
H 2.85999 0.03034 -0.86276
H 1.18788 0.39739 -1.50102
H 1.39981 -0.08267 0.17087
H 2.00501 -2.21147 -0.76988
```

Results
relative energy (zero: lowest compared OMol25 entry of this formula, charge and spin) = 56.5 kcal per mole
M = 484.72 g/mol
SMILES = COC[C@H](C)N.COC[C@H](C)N.COC[C@H](C)N.COC[C@H](C)N.CO.CO.CO.CO
DFT total energy = -44049.076 eV
lowest unoccupied orbital energy = 0.6089 eV
net charge = 0
E_HOMO = -0.3358 hartree
frontier orbital gap = 0.358 Ha

---

3.
Formula: C20H60N6O8
Source: OMol25
Level of theory: ωB97M-V/def2-TZVPD

```
94
C20H60N6O8 | OMol25 | ωB97M-V/def2-TZVPD
C -1.12649 4.96980 -1.36150
O -2.12378 4.69267 -0.36801
C -2.32569 3.27965 -0.27648
C -3.62831 3.00300 0.45781
C -3.84358 1.53461 0.79324
N -4.77039 3.51721 -0.30767
H -0.17172 4.74627 -0.87948
H -1.19353 6.05409 -1.46079
H -1.29425 4.51023 -2.33395
H -2.43158 2.87264 -1.28654
H -1.48839 2.89353 0.31909
H -3.72178 3.49283 1.43146
H -3.68980 0.96595 -0.13289
H -4.83782 1.37680 1.20148
H -3.11284 1.17865 1.52317
H -4.58837 4.47452 -0.60402
H -4.87900 3.07616 -1.22201
C 1.20322 1.20798 -7.04439
O 0.79525 1.45215 -5.71937
C 0.07435 0.39253 -5.12977
C 0.30246 0.45068 -3.62393
C 1.75476 0.47980 -3.18463
N -0.30356 -0.74883 -2.95801
H 2.04057 0.50328 -7.07043
H 1.62637 2.12325 -7.47303
H 0.34141 0.99632 -7.68561
H -0.99541 0.57396 -5.31449
H 0.25477 -0.60554 -5.54736
H -0.22231 1.30975 -3.19966
H 2.21359 -0.50179 -3.04617
H 1.78875 0.87369 -2.16522
H 2.41058 1.13938 -3.75058
H 0.07919 -1.52164 -3.51288
H -1.28369 -0.85997 -3.24116
C 0.15809 -7.02155 -1.81118
O -0.06980 -5.81591 -1.10949
C -0.71743 -6.02646 0.13167
C -1.11461 -4.68244 0.69249
C 0.10748 -3.78932 0.92905
N -1.88055 -4.85308 1.94857
H -0.83154 -7.43406 -2.03653
H 0.74577 -7.76080 -1.26016
H 0.68752 -6.77231 -2.72641
H -1.62706 -6.60249 -0.09292
H -0.10936 -6.61749 0.82938
H -1.82223 -4.23487 -0.00856
H 0.62914 -3.57431 -0.00763
H 0.85857 -4.35265 1.49932
H -0.10137 -2.89833 1.52108
H -1.36688 -5.46541 2.58180
H -1.82345 -3.95778 2.42827
C 3.52139 1.06722 5.15663
O 4.10874 0.02416 4.42161
C 3.40359 -0.33308 3.26109
C 4.45691 -0.71955 2.21046
C 5.19338 0.46619 1.66689
N 3.79156 -1.42721 1.09733
H 3.34322 1.93939 4.51917
H 4.15823 1.43398 5.96283
H 2.59964 0.72767 5.63957
H 2.71724 -1.16201 3.46467
H 2.81437 0.48281 2.81941
H 5.07037 -1.48513 2.70312
H 5.60828 1.09245 2.45665
H 4.54136 1.10814 1.06243
H 6.00179 0.21396 0.97495
H 4.35857 -1.45478 0.26001
H 3.56009 -2.38504 1.32792
N -1.02276 0.01772 -0.16125
C -0.00381 0.23538 0.70834
N 1.14739 -0.37009 0.29229
O -0.10622 0.84869 1.77665
H -1.97216 0.25276 0.05649
H -0.80997 -0.24338 -1.12632
H 2.00417 -0.18535 0.79325
H 1.09737 -1.26843 -0.15185
C -3.86149 -2.08623 0.41123
O -4.66850 -3.16067 -0.04989
H -3.76950 -1.33728 -0.37640
H -4.25111 -1.64919 1.33941
H -2.89724 -2.47448 0.73399
H -5.47191 -2.77961 -0.41363
C 1.48095 3.89067 1.35696
O 2.40546 4.25942 0.31987
H 2.08473 3.81935 2.26341
H 0.85906 4.77966 1.50482
H 0.95012 2.95590 1.19225
H 2.02747 4.05624 -0.53938
C -1.63952 3.44227 3.71389
O -1.72165 2.03895 3.63507
H -0.85753 3.90632 3.09451
H -2.57477 3.93873 3.45792
H -1.29627 3.74592 4.71388
H -0.95635 1.73321 3.11474
```

Results
M = 512.73 g/mol
SMILES = COC[C@H](C)N.COC[C@H](C)N.COC[C@H](C)N.COC[C@H](C)N.NC(N)=O.CO.CO.CO
DFT total energy = -47030.762 eV
lowest unoccupied orbital energy = 0.3152 eV
net charge = 0
E_HOMO = -0.3385 hartree
frontier orbital gap = 0.350 Ha